# 1
Formula: C19H22BeBr6F9KLiO15S
Source: the OMol25 dataset
Level of theory: ωB97M-V/def2-TZVPD

XYZ file:
```
75
Properties=species:S:1:pos:R:3:forces:R:3
C -0.911 1.017 -2.902 -0.451 0.152 0.233
C -0.116 1.038 -1.658 0.854 0.010 0.188
Br -0.980 0.817 -0.035 -0.245 -0.067 0.405
C 1.199 1.230 -1.663 -0.118 -0.150 0.160
Br 2.133 1.440 -3.333 -0.147 -0.009 0.147
O 2.001 1.283 -0.592 0.088 0.231 -0.050
S 2.410 2.864 -0.099 0.018 -0.372 -0.326
O 1.269 3.681 -0.397 -0.016 0.116 0.035
O 2.338 2.340 1.446 -0.133 0.622 0.112
C 1.848 3.168 2.460 0.141 -0.724 1.091
F 0.554 3.371 2.344 0.238 0.129 -0.628
F 2.040 2.443 3.574 0.051 -0.148 -0.054
C 2.658 4.478 2.711 -0.315 0.159 -0.069
F 2.537 4.797 4.027 1.057 -0.796 0.005
F 3.970 4.212 2.553 -0.119 -0.132 -0.377
C 2.338 5.759 1.850 0.156 -0.119 1.157
F 3.110 5.742 0.767 0.055 0.071 -0.166
F 1.133 6.058 1.557 -0.976 -0.559 -1.454
F 2.742 6.762 2.660 1.263 1.135 0.370
H -0.744 1.969 -3.375 -0.397 -0.251 1.090
H -1.973 0.977 -2.703 -0.173 -0.339 0.073
H -0.592 0.209 -3.551 -0.087 -0.267 -0.229
K -0.223 2.538 -5.147 0.520 0.667 -2.064
F 0.433 5.563 3.755 0.096 0.709 0.933
C -1.965 2.505 3.147 -0.186 -0.011 -0.384
C -3.165 3.059 3.863 0.341 -0.713 -0.537
C -3.661 2.254 5.038 -0.575 1.848 0.479
O -5.004 2.491 5.072 0.074 -0.327 -0.043
C -5.416 2.861 3.791 -0.138 -0.041 -0.426
O -6.541 2.955 3.463 -0.042 0.007 0.148
O -4.329 3.059 3.022 0.052 0.125 0.307
H -1.163 2.286 3.848 0.007 0.082 0.058
H -2.234 1.597 2.602 -0.074 -0.073 0.188
H -1.603 3.227 2.426 -0.010 0.085 0.026
H -2.972 4.093 4.182 0.001 -0.074 0.232
H -3.209 2.491 6.000 0.126 -0.598 0.108
H -3.456 1.067 4.809 -0.068 -0.801 -0.016
Be 4.917 0.664 -3.434 0.473 -0.348 0.045
C 3.088 -0.252 -8.660 -0.028 -0.081 -0.048
Br 1.727 0.389 -9.849 -0.059 0.075 0.019
Br 3.072 0.697 -6.967 -0.017 0.170 0.131
Br 2.963 -2.128 -8.365 -0.019 -0.145 0.034
H 4.042 -0.036 -9.116 0.053 0.041 0.020
C 3.946 -1.761 -0.020 -0.029 0.101 0.198
O 3.095 -1.603 -0.948 -0.019 0.353 -0.114
O 3.860 -0.834 1.023 -0.066 -0.312 -0.582
O 4.823 -2.616 0.041 0.101 0.071 0.016
H 3.109 -0.300 0.734 -0.044 0.083 0.255
Br -3.923 -0.651 4.696 0.295 0.498 -0.095
C -4.458 -3.789 3.174 0.213 -0.091 -0.016
C -5.074 -3.364 1.859 -0.181 0.193 0.272
O -4.367 -3.908 0.738 0.005 0.122 -0.027
C -4.619 -5.193 0.479 0.024 -0.037 0.046
O -5.382 -5.898 1.085 -0.035 -0.012 0.019
O -3.879 -5.556 -0.562 0.038 -0.027 -0.090
C -3.988 -6.941 -0.913 0.039 -0.101 -0.127
H -3.395 -3.542 3.195 -0.012 0.089 0.005
H -4.959 -3.284 4.007 -0.040 -0.020 -0.029
H -4.546 -4.863 3.328 -0.111 0.001 0.024
H -5.010 -2.283 1.742 0.100 0.002 -0.129
H -6.127 -3.637 1.806 0.015 -0.148 -0.044
H -5.028 -7.225 -1.055 -0.037 0.010 0.081
H -3.532 -7.561 -0.144 -0.069 -0.007 0.056
H -3.446 -7.061 -1.845 0.051 0.091 -0.007
Li 2.464 6.514 4.743 -1.366 -0.281 -0.622
C 5.345 -3.791 -3.360 0.279 -0.075 0.085
C 4.893 -2.359 -3.211 -0.114 -0.454 -0.057
O 3.910 -2.242 -4.225 0.003 0.141 0.168
C 3.367 -3.484 -4.401 -0.033 -0.007 -0.030
O 2.352 -3.683 -4.978 -0.121 -0.015 -0.182
O 4.141 -4.420 -3.828 0.169 0.138 0.009
F 5.904 -1.447 -3.488 -0.044 0.244 -0.214
H 6.126 -3.895 -4.115 -0.019 0.087 -0.054
H 5.680 -4.228 -2.425 -0.257 -0.067 0.083
H 4.449 -2.124 -2.251 -0.005 0.140 0.180
```
Forces are in eV/Å.

Output
* E_HOMO: -9.2 eV
* lowest unoccupied orbital energy: -7.929 eV
* strongest force on any atom: 2.231 eV Å⁻¹
* M: 1227.89 g/mol
* Kohn-Sham gap: 1.27 eV
* net charge: +1

---

# 2
Formula: C19H22BrClN2O4S
Source: the OMol25 dataset
Level of theory: ωB97M-V/def2-TZVPD

XYZ file:
```
50
Properties=species:S:1:pos:R:3:forces:R:3
C 4.553 1.143 0.100 0.045 -0.271 -0.047
C 5.018 -0.302 0.276 0.318 0.467 0.305
N 4.071 -1.305 -0.153 -0.540 -0.654 0.719
C 3.549 -1.267 -1.499 -0.259 -0.122 -0.503
C 4.641 -1.472 -2.544 -0.178 0.075 0.283
S 3.081 -1.942 1.014 0.038 0.008 -0.127
O 2.395 -3.059 0.431 -0.135 0.212 -0.166
O 3.872 -2.149 2.190 -0.008 0.340 0.054
C 1.859 -0.676 1.369 0.411 -0.510 -0.004
C 2.036 0.192 2.429 0.070 -0.032 0.113
C 1.088 1.172 2.657 0.075 -0.112 -0.142
C -0.030 1.317 1.840 -0.016 -0.039 -0.082
C -1.060 2.348 2.160 -0.039 0.140 -0.036
C -0.171 0.445 0.754 0.519 0.058 0.176
N -1.261 0.509 -0.141 -0.109 -0.574 0.061
C -1.658 1.584 -0.863 -0.297 -0.193 -0.359
O -1.233 2.711 -0.752 0.092 0.145 -0.186
C -2.693 1.223 -1.939 0.212 0.492 -0.265
O -3.269 -0.059 -1.797 0.164 -0.120 0.078
C -4.417 -0.271 -1.096 -0.381 -0.164 0.118
C -5.062 -1.468 -1.428 0.129 0.230 0.047
C -6.228 -1.868 -0.815 -0.028 0.094 0.080
C -6.782 -1.051 0.158 -0.076 0.065 0.116
Br -8.399 -1.558 1.011 0.121 0.036 -0.060
C -6.166 0.130 0.520 -0.145 -0.192 -0.044
C -4.982 0.521 -0.093 0.128 -0.016 -0.113
Cl -4.270 1.999 0.487 -0.194 -0.031 0.056
C 0.768 -0.560 0.538 -0.178 0.100 -0.066
H 3.591 1.305 0.580 -0.044 0.088 -0.002
H 4.465 1.400 -0.953 -0.031 0.101 -0.103
H 5.282 1.811 0.551 0.060 0.105 0.017
H 5.200 -0.516 1.330 0.255 0.125 -0.115
H 5.956 -0.455 -0.268 -0.050 -0.056 0.106
H 3.014 -0.326 -1.694 -0.004 -0.087 0.014
H 2.838 -2.092 -1.552 -0.006 0.161 -0.215
H 4.188 -1.584 -3.526 -0.006 0.027 -0.099
H 5.207 -2.371 -2.314 0.084 -0.103 -0.012
H 5.322 -0.626 -2.573 0.118 0.073 -0.065
H 2.895 0.070 3.069 0.087 0.035 0.138
H 1.205 1.839 3.498 -0.007 0.061 0.084
H -1.084 3.111 1.382 -0.050 0.007 0.075
H -2.047 1.891 2.204 -0.078 0.014 0.019
H -0.847 2.821 3.114 -0.001 -0.012 0.100
H -1.581 -0.387 -0.489 -0.064 0.215 0.060
H -2.152 1.186 -2.893 -0.069 0.034 0.160
H -3.442 2.015 -2.013 0.143 -0.103 0.075
H -4.608 -2.076 -2.194 0.056 -0.057 -0.100
H -6.705 -2.794 -1.092 -0.033 -0.068 -0.023
H -6.592 0.757 1.287 -0.006 0.053 0.043
H 0.647 -1.267 -0.269 -0.090 -0.043 -0.161
```
Forces are in eV/Å.

Output
* E_HOMO: -9.0 eV
* lowest unoccupied orbital energy: 0.430 eV
* strongest force on any atom: 1.112 eV Å⁻¹
* structure (SMILES): CCN(CC)S(=O)(=O)c1ccc(C)c(NC(=O)COc2ccc(Br)cc2Cl)c1
* M: 489.82 g/mol
* energy relative to the best compared isomer or geometry (same formula, charge and spin): 1.26 kcal per mole
* Kohn-Sham gap: 9.45 eV

---

# 3
Formula: C19H22CdIO2
Source: the OMol25 dataset
Level of theory: ωB97M-V/def2-TZVPD

XYZ file:
```
45
Properties=species:S:1:pos:R:3:forces:R:3
Cd 0.554 -0.856 -0.231 -0.434 -0.096 -0.237
C 0.044 2.041 2.451 0.001 0.024 0.038
C 1.003 1.357 1.517 -0.014 -0.040 -0.023
C 1.552 0.112 1.882 0.138 0.033 0.127
C 1.121 -0.551 3.168 0.046 0.014 0.060
C 2.524 -0.508 1.047 -0.098 -0.073 -0.017
C 3.305 -1.713 1.528 0.027 -0.003 0.014
C 2.838 0.081 -0.215 0.049 0.041 0.058
C 3.864 -0.568 -1.111 -0.005 -0.026 -0.019
C 2.254 1.319 -0.576 0.007 0.000 -0.008
C 2.694 1.986 -1.854 0.013 0.004 -0.037
C 1.326 1.940 0.280 -0.018 -0.039 -0.021
C 0.634 3.207 -0.147 -0.002 0.051 0.006
H -0.985 1.723 2.259 0.001 -0.001 -0.016
H 0.084 3.120 2.337 0.008 0.001 -0.003
H 0.275 1.815 3.489 -0.005 0.006 -0.008
H 1.684 -0.161 4.019 0.003 0.009 -0.010
H 1.271 -1.627 3.143 -0.006 0.000 -0.013
H 0.067 -0.371 3.367 0.002 -0.002 -0.010
H 4.346 -1.623 1.226 0.005 0.010 0.012
H 2.937 -2.662 1.133 -0.005 0.009 -0.007
H 3.285 -1.780 2.611 0.010 0.007 -0.001
H 4.858 -0.160 -0.914 -0.008 0.017 0.017
H 3.645 -0.394 -2.162 -0.001 -0.009 0.002
H 3.917 -1.643 -0.956 -0.002 -0.001 -0.005
H 3.751 1.806 -2.039 -0.005 0.011 0.009
H 2.553 3.061 -1.809 -0.003 0.014 0.021
H 2.145 1.619 -2.725 -0.017 -0.006 0.014
H 1.175 4.089 0.206 -0.006 0.001 -0.002
H -0.376 3.256 0.251 0.005 -0.020 0.007
H 0.554 3.278 -1.228 0.018 -0.018 -0.016
I -7.954 -2.108 -2.374 -0.114 -0.015 -0.024
C -5.968 -1.793 -1.867 0.108 -0.001 0.019
C -5.034 -2.794 -2.106 0.012 0.030 0.017
C -3.708 -2.581 -1.771 -0.020 0.000 -0.009
C -3.321 -1.372 -1.200 0.000 0.001 -0.009
C -4.263 -0.376 -0.962 -0.019 0.007 -0.004
C -5.589 -0.583 -1.295 0.007 -0.023 -0.004
C -1.910 -1.142 -0.846 0.209 -0.129 -0.022
O -1.039 -2.056 -1.081 0.095 0.124 0.078
O -1.532 -0.058 -0.312 0.008 0.076 0.021
H -5.338 -3.731 -2.551 -0.007 0.002 -0.002
H -2.969 -3.349 -1.952 0.009 0.004 0.003
H -3.949 0.559 -0.517 0.001 0.000 0.001
H -6.326 0.186 -1.114 0.008 0.008 0.003
```
Forces are in eV/Å.

Output
* E_HOMO: -11.0 eV
* lowest unoccupied orbital energy: -3.774 eV
* strongest force on any atom: 0.504 eV Å⁻¹
* M: 521.70 g/mol
* Kohn-Sham gap: 7.22 eV
* net charge: +1

---

# 4
Formula: C19H22F2N4OS
Source: the OMol25 dataset
Level of theory: ωB97M-V/def2-TZVPD

XYZ file:
```
49
Properties=species:S:1:pos:R:3:forces:R:3
C 4.715 5.225 0.428 1.396 -1.536 1.107
S 3.676 6.384 1.243 -0.927 -0.110 0.583
C 2.114 5.665 0.771 -0.257 -0.416 0.264
N 1.783 4.366 0.890 1.843 1.141 -0.119
C 0.606 3.937 0.442 0.822 -2.112 2.218
N 0.293 2.608 0.779 -0.156 1.097 0.255
C 1.392 1.619 1.098 -0.055 0.992 -1.223
C 1.072 0.336 1.810 -2.712 1.249 -0.154
N -0.203 -0.119 1.234 0.379 0.517 -1.033
C -0.397 -1.548 1.444 -1.332 1.913 -0.196
C -1.646 -2.019 0.739 -0.055 -0.480 2.118
C -1.847 -3.509 0.899 -0.915 -0.337 -2.832
C -0.886 -4.270 0.017 1.718 -2.541 1.120
O 0.150 -4.650 0.583 -0.978 0.680 -1.303
C -1.204 -4.832 -1.386 -0.327 1.860 0.983
C -2.293 -4.282 -2.130 0.693 -1.448 -0.796
C -2.504 -4.786 -3.392 2.338 -1.472 -0.912
C -1.574 -5.771 -3.896 -2.649 0.364 0.326
F -2.016 -6.418 -5.009 0.849 0.441 -0.003
C -0.481 -6.257 -3.197 -0.371 -0.574 -2.554
C -0.317 -5.777 -1.945 -0.821 1.528 1.107
C -1.302 0.919 1.436 1.160 -1.632 -1.141
C -1.080 2.176 0.508 0.000 -0.702 1.490
N -0.305 4.703 -0.103 -0.994 -0.180 -0.299
C -0.024 5.991 -0.125 0.391 -1.415 -0.111
C 1.153 6.520 0.296 -0.198 2.438 -0.753
F 1.309 7.902 0.041 0.217 -2.087 0.757
H 4.401 4.184 0.574 -0.463 0.370 -0.218
H 4.740 5.494 -0.602 0.506 -0.109 -0.791
H 5.712 5.191 0.935 -0.602 0.623 -0.721
H 2.165 2.068 1.688 0.336 0.884 -0.113
H 1.740 1.393 0.106 0.847 -0.463 -0.369
H 0.888 0.629 2.863 0.379 -0.560 0.169
H 1.897 -0.381 1.704 -0.413 0.201 0.014
H -0.475 -1.718 2.502 -0.175 -0.683 0.897
H 0.477 -2.016 1.087 1.029 -0.771 -0.448
H -1.640 -1.803 -0.307 -0.142 0.660 -0.623
H -2.474 -1.570 1.305 -0.088 0.216 -0.758
H -1.734 -3.925 1.870 0.058 0.002 0.927
H -2.845 -3.720 0.489 -0.058 -0.122 0.486
H -3.101 -3.590 -1.950 0.516 0.478 1.466
H -3.287 -4.386 -4.013 -0.172 -0.338 -0.221
H 0.211 -6.969 -3.709 -0.777 0.568 0.746
H 0.517 -6.121 -1.402 0.727 -0.098 0.967
H -1.251 1.115 2.505 -0.291 0.959 0.173
H -2.282 0.470 1.235 0.330 0.096 -0.098
H -1.277 2.071 -0.580 0.138 -0.662 0.586
H -1.820 2.940 0.840 0.737 -0.266 -0.090
H -0.745 6.532 -0.614 -1.481 1.835 -0.881
```
Forces are in eV/Å.

Output
* E_HOMO: -8.2 eV
* lowest unoccupied orbital energy: 0.038 eV
* strongest force on any atom: 3.265 eV Å⁻¹
* structure (SMILES): CSc1nc(N2CCN(CCCC(=O)c3ccc(F)cc3)CC2)ncc1F
* M: 392.48 g/mol
* energy relative to the best compared isomer or geometry (same formula, charge and spin): 0.00 kcal per mole
* Kohn-Sham gap: 8.21 eV